90
Properties=species:S:1:pos:R:3:mulliken_charge:R:1 method="wB97M-V/def2-TZVPD" e_tot_ev=-66801.0905 gap_ev="5.00 / 4.97" relative_energy_kj_mol=0.0 multiplicity=1
Pb 0.326 -0.404 0.553 1.30
C -3.184 5.335 -0.411 -0.75
C -3.038 5.483 0.977 -0.68
C -2.164 4.684 1.694 -0.09
C -1.456 3.714 0.994 0.31
C -0.524 2.674 1.422 -0.41
N -0.185 1.919 0.349 -0.29
C -0.787 2.418 -0.762 -0.33
N -0.657 2.013 -2.022 -0.38
C 0.189 1.077 -2.408 -0.37
C 0.513 0.820 -3.812 0.19
C 0.018 1.348 -4.997 -0.16
C 0.556 0.878 -6.183 -0.65
C 1.575 -0.083 -6.186 -0.68
C 2.079 -0.595 -5.002 -0.02
C 1.526 -0.135 -3.815 0.00
C 1.808 -0.447 -2.411 -0.04
N 2.783 -1.253 -2.034 -0.39
C 3.199 -1.376 -0.776 -0.56
N 2.731 -0.732 0.321 -0.46
C 3.419 -1.149 1.409 -0.29
N 3.281 -0.749 2.674 -0.55
C 2.429 0.181 3.059 0.06
N 1.481 0.800 2.313 -0.23
C 0.846 1.731 3.065 0.02
N -0.097 2.568 2.681 -0.62
C 1.397 1.701 4.428 0.03
C 1.089 2.411 5.578 -0.10
C 1.800 2.109 6.729 -0.62
C 2.800 1.129 6.726 -0.66
C 3.111 0.427 5.571 0.02
C 2.390 0.725 4.426 -0.07
C 4.406 -2.149 1.000 0.32
C 5.312 -2.921 1.716 -0.16
C 6.080 -3.831 1.008 -0.63
C 5.956 -3.957 -0.383 -0.66
C 5.055 -3.183 -1.095 -0.06
C 4.274 -2.284 -0.381 0.40
N 0.944 0.257 -1.629 0.03
C -1.615 3.556 -0.382 0.32
C -2.470 4.378 -1.108 0.10
H -3.873 5.982 -0.940 0.40
H -3.620 6.237 1.492 0.40
H -2.035 4.797 2.763 0.57
H -0.760 2.101 -4.984 0.58
H 0.188 1.261 -7.127 0.41
H 1.977 -0.424 -7.131 0.40
H 2.876 -1.327 -4.992 0.57
H 0.318 3.170 5.569 0.57
H 1.580 2.636 7.648 0.40
H 3.336 0.918 7.642 0.39
H 3.886 -0.328 5.555 0.58
H 5.402 -2.814 2.789 0.57
H 6.789 -4.457 1.534 0.40
H 6.577 -4.674 -0.906 0.41
H 4.953 -3.271 -2.169 0.56
H -2.569 4.261 -2.180 0.58
C -4.978 2.212 0.565 0.02
C -5.296 0.727 0.429 -1.39
N -4.659 0.080 -0.712 0.26
C -5.475 -0.132 -1.900 -0.78
C -5.584 1.105 -2.786 -0.99
C -3.349 -0.300 -0.636 1.13
C -2.762 -0.999 -1.836 -1.44
N -2.569 -0.099 0.368 -0.36
H -5.444 2.616 1.466 0.42
H -5.351 2.775 -0.291 0.23
H -3.905 2.389 0.633 -0.39
H -6.372 0.584 0.320 0.39
H -5.008 0.195 1.341 0.51
H -6.469 -0.441 -1.570 0.39
H -5.070 -0.961 -2.474 0.39
H -6.142 1.901 -2.291 0.28
H -6.099 0.863 -3.717 0.41
H -4.591 1.489 -3.030 0.20
H -3.250 -1.959 -2.016 0.59
H -1.708 -1.184 -1.648 -0.15
H -2.852 -0.391 -2.737 0.28
H -3.009 0.420 1.123 0.08
C 1.997 -6.029 0.456 -0.19
C 1.709 -5.282 1.586 -0.85
C 1.252 -3.984 1.419 -0.12
N 1.071 -3.420 0.227 0.14
C 1.359 -4.145 -0.854 -0.14
C 1.822 -5.449 -0.790 -0.91
H 2.355 -7.047 0.546 0.39
H 1.839 -5.689 2.580 0.41
H 1.032 -3.361 2.281 0.35
H 1.231 -3.651 -1.811 0.45
H 2.051 -5.989 -1.699 0.42

85
Properties=species:S:1:pos:R:3:mulliken_spin:R:1 method="wB97M-V/def2-TZVPD" e_tot_ev=-150806.5734 gap_ev="7.18 / 7.26" charge=+2 multiplicity=2
C 0.723 -1.000 -3.192 0.00
C -0.301 -1.462 -2.348 0.00
C -1.603 -1.560 -2.866 0.00
C -1.862 -1.241 -4.195 0.00
C -0.836 -0.817 -5.041 0.00
C 0.449 -0.671 -4.519 0.00
P 0.013 -1.740 -0.569 0.00
C -1.313 -2.904 -0.027 -0.01
C -2.389 -2.456 0.758 0.00
C -3.384 -3.371 1.133 0.00
C -3.359 -4.691 0.678 0.00
C -2.289 -5.132 -0.112 0.00
C -1.259 -4.248 -0.440 0.00
Ce -0.461 0.046 1.693 1.02
P 0.017 1.794 -0.605 0.01
C -1.368 1.897 -1.776 -0.01
C -1.201 2.253 -3.121 0.00
C -2.304 2.305 -3.978 0.00
C -3.579 1.976 -3.515 0.00
C -3.741 1.578 -2.184 0.00
C -2.652 1.541 -1.317 0.00
C -0.231 3.198 0.579 0.00
C 0.608 3.274 1.703 -0.01
C 0.424 4.310 2.622 0.00
C -0.584 5.255 2.433 0.00
C -1.434 5.164 1.326 0.00
C -1.257 4.144 0.394 0.00
C 1.596 2.150 -1.417 -0.01
C 2.670 1.254 -1.244 0.00
C 3.905 1.537 -1.821 0.00
C 4.099 2.722 -2.543 0.00
C 3.042 3.627 -2.681 0.00
C 1.792 3.348 -2.117 0.00
C 1.603 -2.639 -0.482 -0.01
C 2.099 -3.417 -1.544 0.00
C 3.319 -4.095 -1.418 0.00
C 4.063 -3.994 -0.238 0.00
C 3.578 -3.206 0.811 0.00
C 2.357 -2.541 0.703 0.00
H 1.426 2.553 1.846 0.00
H 1.088 4.375 3.482 0.00
H -0.706 6.072 3.146 0.00
H -2.228 5.898 1.182 0.00
H -1.912 4.052 -0.474 0.00
H -0.206 2.483 -3.500 0.00
H -2.164 2.601 -5.018 0.00
H -4.443 2.042 -4.182 0.00
H -4.732 1.314 -1.816 0.00
H -2.808 1.242 -0.273 0.00
H 2.524 0.345 -0.653 0.00
H 4.726 0.829 -1.710 0.00
H 5.068 2.933 -2.998 0.00
H 3.185 4.557 -3.232 0.00
H 0.971 4.063 -2.210 0.00
H 1.539 -3.493 -2.478 0.00
H 3.683 -4.709 -2.243 0.00
H 5.007 -4.534 -0.135 0.00
H 4.156 -3.122 1.730 0.00
H 1.983 -1.949 1.549 0.00
H -2.530 -1.386 1.027 0.00
H -4.197 -3.029 1.774 0.00
H -4.170 -5.380 0.924 0.00
H -2.259 -6.160 -0.478 0.00
H -0.405 -4.589 -1.029 0.00
H -2.414 -1.898 -2.220 0.00
H -2.876 -1.320 -4.582 0.00
H -1.031 -0.614 -6.095 0.00
H 1.247 -0.314 -5.168 0.00
H 1.738 -0.896 -2.812 0.00
H -0.082 0.247 -7.780 0.00
H 0.663 0.220 -7.674 0.00
Br -0.826 2.285 5.422 0.00
C -0.134 0.834 6.454 0.00
C -0.155 0.853 7.855 0.00
C 0.075 -0.332 8.579 0.00
C 0.290 -1.535 7.903 0.00
C 0.340 -1.553 6.511 0.00
C 0.234 -0.363 5.809 0.00
C 0.276 -0.436 4.319 0.00
O -0.394 -1.353 3.690 0.00
O 0.895 0.459 3.618 -0.01
H -0.335 1.784 8.386 0.00
H 0.092 -0.324 9.669 0.00
H 0.430 -2.473 8.436 0.00
H 0.423 -2.468 5.927 0.00

96
Properties=species:S:1:pos:R:3:mulliken_spin:R:1 method="wB97M-V/def2-TZVPD" e_tot_ev=-94884.5798 gap_ev="6.67 / 6.24" charge=+1 relative_energy_kj_mol=0.0 multiplicity=2
Ru 1.395 0.183 0.710 0.89
O -1.005 -1.518 5.936 0.00
C -1.856 -0.720 5.326 0.00
O -2.947 -0.466 5.762 0.00
C -1.412 -0.110 4.023 0.00
C -2.101 0.900 3.367 0.00
Cl -3.434 1.785 3.904 0.00
N -1.440 1.191 2.218 0.00
N -0.365 0.394 2.105 0.00
C -0.324 -0.378 3.172 -0.01
C 0.892 -1.236 3.305 0.01
O 1.149 -1.753 4.392 0.01
O 1.638 -1.287 2.275 0.04
C -1.707 2.168 1.209 0.01
C -3.004 2.458 0.815 0.00
C -3.217 3.408 -0.173 0.00
C -2.145 4.052 -0.774 0.00
C -0.850 3.749 -0.378 0.02
C -0.627 2.808 0.613 0.12
H -0.150 -1.637 5.442 0.00
H -3.839 1.949 1.273 0.00
H -4.229 3.653 -0.467 0.00
H -2.319 4.800 -1.536 0.00
H -0.016 4.265 -0.837 0.00
H 0.377 2.590 0.958 -0.08
O 3.953 -2.284 -1.603 0.00
C 3.474 -1.347 -1.017 0.00
O 2.323 -1.329 -0.403 -0.02
C 4.245 -0.019 -0.999 0.00
P 3.019 1.277 -0.756 0.00
C 2.330 1.528 -2.426 0.05
C 1.829 2.779 -2.787 -0.01
C 1.329 2.992 -4.062 0.00
C 1.334 1.960 -4.991 0.00
C 1.809 0.708 -4.631 0.00
C 2.297 0.484 -3.351 0.02
C 3.895 2.836 -0.497 -0.03
C 5.197 3.023 -0.950 0.00
C 5.831 4.238 -0.736 0.00
C 5.172 5.267 -0.076 0.00
C 3.866 5.089 0.363 0.00
C 3.231 3.874 0.159 0.01
H 4.805 0.102 -1.923 0.00
H 4.939 -0.056 -0.156 0.00
H 1.842 3.597 -2.077 0.00
H 0.951 3.969 -4.335 0.00
H 0.970 2.131 -5.996 0.00
H 1.817 -0.101 -5.350 0.00
H 2.647 -0.506 -3.091 0.00
H 5.717 2.228 -1.470 0.00
H 6.843 4.383 -1.089 0.00
H 5.677 6.208 0.096 0.00
H 3.351 5.896 0.868 0.00
H 2.227 3.715 0.535 0.00
O 2.508 1.287 2.377 -0.01
N 3.721 0.848 2.754 0.00
C 3.845 -0.142 3.656 0.00
C 5.090 -0.628 3.997 0.00
C 6.229 -0.079 3.438 0.00
C 6.081 0.991 2.565 0.00
C 4.821 1.440 2.251 0.00
H 2.942 -0.535 4.086 0.00
H 5.149 -1.445 4.703 0.00
H 7.208 -0.460 3.692 0.00
H 6.936 1.486 2.126 0.00
H 4.634 2.285 1.609 0.00
C -8.906 -4.782 -1.330 0.00
C -7.415 -4.839 -1.124 0.00
C -6.689 -3.721 -0.740 0.00
C -5.315 -3.777 -0.543 0.00
C -4.629 -4.970 -0.747 0.00
N -3.234 -5.095 -0.539 0.00
C -2.265 -4.122 -0.531 0.00
O -1.250 -4.205 0.125 0.00
N -2.530 -3.069 -1.396 0.00
C -1.808 -1.892 -1.519 -0.01
C -2.138 -1.000 -2.537 0.00
C -1.483 0.213 -2.631 0.02
C -0.528 0.530 -1.684 0.04
N -0.207 -0.328 -0.716 -0.01
C -0.799 -1.520 -0.630 -0.01
C -5.350 -6.103 -1.111 0.00
C -6.719 -6.034 -1.294 0.00
H -9.281 -3.764 -1.237 0.00
H -9.418 -5.405 -0.595 0.00
H -9.173 -5.162 -2.317 0.00
H -7.208 -2.784 -0.569 0.00
H -4.788 -2.902 -0.185 0.00
H -2.907 -5.984 -0.195 0.00
H -3.291 -3.198 -2.045 0.00
H -2.918 -1.257 -3.246 0.00
H -1.721 0.918 -3.414 0.00
H -0.022 1.479 -1.702 -0.05
H -0.464 -2.196 0.141 0.00
H -4.828 -7.042 -1.256 0.00
H -7.263 -6.928 -1.574 0.00